No. 1
A 2-piece molecular cluster, C10H16O overall at a distorted geometry. Source: the OMol25 dataset; level of theory: the ωB97M-V functional and the def2-TZVPD basis.

```
! RIJCOSX wB97M-V def2-TZVPD def2/J DEFGRID3
* xyz 0 1
C -0.6924 2.0298 0.2263
C -0.0976 0.8984 0.8834
C -0.7417 0.2393 1.9623
C 0.0086 -0.7063 2.7323
C 1.3016 -1.1110 2.4368
O 1.8898 -1.9691 3.3101
C 1.8318 -0.5941 1.3291
C 1.1807 0.3805 0.5614
H -0.2873 2.3996 -0.6066
H -0.5840 2.9108 0.8641
H -1.8517 2.0213 0.0764
H -1.7196 0.5554 2.1518
H -0.4894 -1.3022 3.4390
H 2.9055 -2.1024 2.9810
H 2.7513 -0.8623 0.8767
H 1.7923 0.7661 -0.3188
C -1.7463 -0.0831 -1.6397
C -0.4320 0.2680 -2.3860
C 0.4225 -1.0249 -2.4261
H -2.1478 0.9523 -1.4133
H -1.7136 -0.6750 -0.6794
H -2.6823 -0.5636 -2.1331
H -0.7698 0.6780 -3.3492
H 0.1233 1.0119 -1.7771
H 0.1628 -1.6231 -3.3050
H 1.5820 -0.8639 -2.3248
H 0.0032 -1.6305 -1.4718
*
```

As for the LUMO energy: 0.75 eV. The SMILES is Cc1ccc(O)cc1.CCC. The relative energy (zero: lowest compared OMol25 entry of this formula, charge and spin) is 71.40 kcal per mole. The HOMO energy comes out at -8.378 eV.

No. 2
A 2-piece molecular cluster, C10H16O overall at a distorted geometry. Source: the OMol25 dataset; level of theory: the ωB97M-V functional and the def2-TZVPD basis.

```
! RIJCOSX wB97M-V def2-TZVPD def2/J DEFGRID3
* xyz 0 1
C -2.1028 -1.7850 -0.2541
C -0.9289 -0.9979 -0.7981
C -1.1615 0.0102 -1.7098
C -0.0681 0.6133 -2.3483
C 1.2082 0.3158 -1.8613
O 2.1973 1.1050 -2.4100
C 1.4334 -0.7500 -1.0081
C 0.3428 -1.3590 -0.3736
H -2.4227 -1.5482 0.7611
H -1.8497 -2.8470 -0.2381
H -3.0062 -1.5223 -0.8217
H -2.1387 0.4119 -1.9212
H -0.2923 1.5456 -2.8585
H 2.9872 0.5890 -2.6749
H 2.4610 -0.9994 -0.7833
H 0.4447 -2.1626 0.3372
C 1.0690 0.8570 2.7444
C -0.2833 0.4948 3.4349
C -1.4970 1.1312 2.7818
H 1.6219 -0.0110 2.4057
H 0.8007 1.6550 2.0294
H 1.6714 1.3757 3.4854
H -0.3334 -0.5871 3.6392
H -0.2820 0.9259 4.4467
H -1.3764 2.1830 3.0098
H -1.7688 0.8273 1.7373
H -2.5006 0.8243 3.0946
*
```

As for the LUMO energy: 0.88 eV. The SMILES is Cc1ccc(O)cc1.CCC. The relative energy (zero: lowest compared OMol25 entry of this formula, charge and spin) is 43.28 kcal per mole. The HOMO energy comes out at -8.511 eV.

No. 3
A 2-piece molecular cluster, C10H16O overall at a distorted geometry. Source: the OMol25 dataset; level of theory: the ωB97M-V functional and the def2-TZVPD basis.

```
! RIJCOSX wB97M-V def2-TZVPD def2/J DEFGRID3
* xyz 0 1
C 0.9764 2.2470 -0.0141
C 1.2055 0.7786 0.1436
C 2.1617 0.1427 -0.6508
C 2.4050 -1.2102 -0.5150
C 1.6276 -1.9765 0.3489
O 1.6920 -3.3577 0.2263
C 0.5946 -1.3923 1.0619
C 0.3798 -0.0300 0.9224
H 0.3992 2.6938 0.7846
H 0.5762 2.4298 -1.0053
H 1.8871 2.8563 -0.0191
H 2.6829 0.6786 -1.4114
H 3.1319 -1.7707 -1.0859
H 2.3922 -3.7250 0.7852
H 0.0633 -1.9355 1.8328
H -0.4337 0.5230 1.3618
C -2.5714 2.3695 -1.0050
C -2.6076 0.9758 -0.4382
C -3.9552 0.5078 0.1238
H -1.5445 2.6168 -1.2867
H -2.7684 3.1347 -0.2517
H -3.1565 2.5142 -1.9076
H -2.1569 0.1688 -1.0240
H -1.8987 0.8362 0.3826
H -3.9380 -0.5776 0.2348
H -4.0444 0.8951 1.1442
H -4.8747 0.8073 -0.3629
*
```

As for the LUMO energy: 0.88 eV. The SMILES is Cc1ccc(O)cc1.CCC. The relative energy (zero: lowest compared OMol25 entry of this formula, charge and spin) is 35.30 kcal per mole. The HOMO energy comes out at -8.762 eV.

No. 4
A 2-piece molecular cluster, C10H16O overall. Source: the OMol25 dataset; level of theory: the ωB97M-V functional and the def2-TZVPD basis.

```
! RIJCOSX wB97M-V def2-TZVPD def2/J DEFGRID3
* xyz 0 1
C 1.2638 0.1828 -2.0072
C 0.1750 -0.0933 -0.9490
C 0.6728 -0.9452 0.1846
C 0.6248 -0.4417 1.4938
C 0.9807 -1.2214 2.5800
C 1.4779 -2.4975 2.3653
O 1.8653 -3.3030 3.4188
C 1.6203 -2.9938 1.0797
C 1.2065 -2.2087 0.0112
H 1.8054 -0.7381 -2.2262
H 1.9914 0.8645 -1.5730
H 0.8312 0.5581 -2.9335
H -0.1504 0.8666 -0.5414
H -0.7041 -0.4899 -1.4447
H 0.3221 0.5859 1.6146
H 0.8626 -0.8079 3.5642
H 2.3039 -2.7617 4.0800
H 2.0915 -3.9611 0.9560
H 1.3109 -2.6236 -0.9777
C -2.7996 2.3371 -1.6939
C -2.3590 3.1527 -0.4632
H -1.9525 1.7441 -2.0318
H -3.6906 1.7518 -1.4802
H -2.9851 3.0102 -2.5371
H -2.2002 2.5217 0.4088
H -3.1375 3.8592 -0.1788
H -1.4271 3.6521 -0.7193
*
```

As for the LUMO energy: 0.89 eV. The SMILES is CCc1ccc(O)cc1.CC. The relative energy (zero: lowest compared OMol25 entry of this formula, charge and spin) is 19.79 kcal per mole. The HOMO energy comes out at -8.557 eV.

No. 5
A 2-piece molecular cluster, C10H16O overall at a distorted geometry. Source: the OMol25 dataset; level of theory: the ωB97M-V functional and the def2-TZVPD basis.

```
! RIJCOSX wB97M-V def2-TZVPD def2/J DEFGRID3
* xyz 0 1
C 1.3226 2.5972 0.3988
C 1.2398 1.2046 1.0209
C 0.0713 0.7985 1.6674
C 0.0248 -0.4481 2.2692
C 1.0457 -1.3567 1.9585
O 0.8216 -2.7376 2.0636
C 2.1267 -1.0134 1.1792
C 2.2914 0.3342 0.8314
H 1.4829 3.3263 1.1970
H 0.4793 2.8382 -0.2408
H 2.2456 2.6184 -0.1552
H -0.6758 1.5181 1.9586
H -0.6641 -0.5903 3.0947
H 0.2074 -2.8382 2.7962
H 2.8542 -1.7143 0.8020
H 3.1162 0.6218 0.2062
C -2.7834 -0.6752 -2.3487
C -1.7230 -0.5315 -1.2714
C -0.3649 -0.1863 -1.8783
H -2.5606 -1.3858 -3.1439
H -3.0113 0.2556 -2.8700
H -3.7003 -1.1139 -1.9403
H -2.0308 0.2384 -0.5648
H -1.6542 -1.4586 -0.6980
H 0.3754 0.0070 -1.1112
H -0.0300 -0.9286 -2.6091
H -0.5065 0.6203 -2.6118
*
```

As for the LUMO energy: 0.92 eV. The SMILES is Cc1ccc(O)cc1.CCC. The relative energy (zero: lowest compared OMol25 entry of this formula, charge and spin) is 32.74 kcal per mole. The HOMO energy comes out at -8.456 eV.

No. 6
A 2-piece molecular cluster, C10H16O overall at a distorted geometry. Source: the OMol25 dataset; level of theory: the ωB97M-V functional and the def2-TZVPD basis.

```
! RIJCOSX wB97M-V def2-TZVPD def2/J DEFGRID3
* xyz 1 2
C -0.5405 3.2459 -0.3827
C 0.7115 2.5036 -0.5298
H -0.9347 3.2068 0.6411
H -0.3921 4.2213 -0.4610
H -1.2327 2.9071 -1.1240
H 0.7002 1.3979 -0.3383
H 1.5319 2.8457 0.1103
H 1.1089 2.5169 -1.5016
C -0.4942 -1.6008 -1.6351
C 0.2536 -2.8839 -2.0705
C -0.2930 -1.2458 -0.2027
C -1.3149 -0.8578 0.6084
C 1.0715 -1.0883 0.2784
C -1.2680 -0.5199 1.9438
C 1.2747 -0.6240 1.5155
C 0.0682 -0.2953 2.3647
O 0.2935 0.2310 3.5970
H -0.1081 -0.7540 -2.2259
H -1.6301 -1.6147 -1.8629
H -0.4501 -3.6667 -2.3011
H -2.3478 -1.0558 0.0760
H 2.0121 -1.0418 -0.2411
H -2.1247 -0.5075 2.4465
H 2.2418 -0.4748 1.9050
H -0.1662 1.0991 3.5820
H 1.0178 -3.2839 -1.3220
H 1.0115 -2.6604 -2.8697
*
```

As for the LUMO energy (alpha / beta): -4.18 / -7.67 eV. The expectation value of S² is 0.766. The relative energy (zero: lowest compared OMol25 entry of this formula, charge and spin) is 53.92 kcal per mole. The HOMO energy (alpha / beta) comes out at -14.175 / -14.530 eV.

No. 7
One molecule with the formula C10H16O2SSi at a distorted geometry. Source: the OMol25 dataset; level of theory: the ωB97M-V functional and the def2-TZVPD basis.

```
! RIJCOSX wB97M-V def2-TZVPD def2/J DEFGRID3
* xyz 0 1
C 2.3116 0.9258 -1.6693
C 2.5001 1.0859 -0.2034
O 2.0816 -0.0253 0.6691
Si 0.1232 -0.5474 0.6428
S 0.0177 -1.4356 2.6487
O -0.7505 0.7467 0.6456
C -1.3677 1.6799 1.4487
C -0.4898 2.9021 1.6865
C -0.1011 -1.9492 -0.5900
C -1.2990 -2.0364 -1.1875
C -1.6065 -3.1226 -2.0672
C -0.5472 -4.0131 -2.3362
C 0.7416 -3.8758 -1.7754
C 0.9999 -2.7703 -0.8971
H 1.2984 1.0647 -2.0319
H 2.8715 1.6932 -2.1849
H 2.6494 0.0075 -2.0521
H 2.1624 2.0521 0.3071
H 3.6466 1.0274 0.0407
H 0.8186 -0.4875 3.1882
H -2.2677 2.0296 0.8858
H -1.6547 1.1486 2.3951
H -0.6786 3.5689 2.5449
H 0.4552 2.2901 1.9328
H -0.6008 3.4528 0.7034
H -2.1496 -1.3177 -0.9249
H -2.5392 -3.1761 -2.5022
H -0.7258 -4.7473 -3.0746
H 1.4789 -4.5982 -1.9865
H 1.9229 -2.8025 -0.2568
*
```

As for the LUMO energy: 0.68 eV. The SMILES is CCO[Si](S)(OCC)c1ccccc1. The relative energy (zero: lowest compared OMol25 entry of this formula, charge and spin) is 0.00 kcal per mole. The HOMO energy comes out at -9.311 eV.

No. 8
One molecule with the formula C10H16O4S at a distorted geometry. Source: the OMol25 dataset; level of theory: the ωB97M-V functional and the def2-TZVPD basis.

```
! RIJCOSX wB97M-V def2-TZVPD def2/J DEFGRID3
* xyz 0 3
C 2.0745 1.9774 0.7474
C -0.1411 -1.9265 0.8471
C -1.8144 1.6775 -0.4571
C 3.1912 1.4141 0.2162
C -1.3724 -0.4844 -0.7554
C -0.0113 0.1131 -0.3116
C -1.4467 -1.9281 0.0325
C -0.4492 1.4515 0.2780
C 3.6017 1.6136 -1.2378
C -2.6772 -3.2667 -1.5382
O 0.8796 2.8084 -1.6089
O 0.6273 -0.7888 0.6484
O -2.3981 0.3637 -0.4108
O -1.4291 -2.9674 -0.8125
S 0.7393 2.8194 -0.1039
H 1.8149 1.7375 1.8226
H -0.1849 -2.1481 1.9498
H 0.5086 -2.8052 0.4337
H -2.5244 2.3935 0.0494
H -1.6550 1.8069 -1.4325
H 3.9421 0.8795 0.8501
H -1.3119 -0.6980 -1.8752
H 0.7573 0.2323 -1.1245
H -2.2906 -1.6717 0.6613
H -0.6197 1.4857 1.3107
H 2.9057 2.2647 -1.8414
H 3.7532 0.6739 -1.8376
H 4.5685 1.9105 -1.2734
H -3.2629 -2.3504 -1.6339
H -3.1313 -4.1760 -1.2708
H -2.3665 -3.4439 -2.6346
*
```

As for the LUMO energy (alpha / beta): 0.70 / -2.27 eV. The expectation value of S² is 2.009. The HOMO energy (alpha / beta) comes out at -5.426 / -9.190 eV.

No. 9
A 2-piece molecular cluster, C10H16O5S2 overall at a distorted geometry. Source: the OMol25 dataset; level of theory: the ωB97M-V functional and the def2-TZVPD basis.

```
! RIJCOSX wB97M-V def2-TZVPD def2/J DEFGRID3
* xyz 0 1
C -1.6969 2.8006 -0.0539
O -1.2511 2.1097 1.1262
C -0.1870 1.3454 1.3562
C -0.7513 -0.0506 1.7972
O -0.0083 -1.0248 1.8726
O -2.0496 -0.0205 2.1712
C -2.5502 -1.2985 2.6350
C 0.9138 1.2077 0.3052
O 1.7854 0.3662 0.2919
O 0.8663 2.2532 -0.5736
C 1.9012 2.3008 -1.5558
H -2.7422 2.5549 -0.1293
H -1.5222 3.8644 0.1940
H -1.1391 2.5225 -0.9634
H -3.6417 -1.3073 2.5179
H -2.1258 -2.0954 2.0202
H -2.2464 -1.4443 3.6857
H 1.5230 2.8093 -2.4470
H 2.7121 2.8601 -1.1080
H 2.2709 1.3038 -1.7980
C 3.1425 2.6796 5.0474
C 2.3662 3.8281 4.3736
S 1.1159 3.4390 3.1045
C 1.4873 1.8239 2.7564
S 3.1272 1.4389 2.4664
C 3.9597 1.9476 4.0253
H 3.8548 3.1370 5.7524
H 2.4903 2.0378 5.6554
H 1.8130 4.3874 5.1491
H 3.0992 4.4870 3.8729
H 0.7974 0.9768 3.0674
H 4.7597 2.5948 3.6544
H 4.3750 1.0418 4.4683
*
```

As for the LUMO energy: -0.46 eV. The HOMO energy comes out at -7.573 eV.